Computed, not measured: a 8-piece molecular cluster, C26H58N6O10 overall at a distorted geometry, with wB97M-V/def2-TZVPD.

Summary:
Max |F|, hartree/bohr: 0.0846
Relative energy (zero: lowest compared OMol25 entry of this formula, charge and spin), eV: 1.060
Calculated total energy, a.u.: -2106.35527
Orbital gap, eV: 9.26

Each line ends with the Mulliken charge.
Atoms and positions in Å:
C  19.13  -8.21  2.67  -1.7060
C  20.56  -7.93  3.08  0.9253
O  21.00  -6.65  2.71  -0.2489
C  21.55  -6.43  1.46  0.6895
C  22.08  -5.05  1.25  -0.9060
O  21.69  -7.23  0.56  -0.5303
H  18.89  -9.27  2.70  0.4262
H  18.95  -8.01  1.62  0.4142
H  18.40  -7.66  3.26  0.3558
H  20.73  -7.99  4.15  0.2057
H  21.19  -8.66  2.58  -0.3906
H  23.12  -5.09  0.90  0.2450
H  22.10  -4.53  2.21  0.1170
H  21.53  -4.51  0.48  0.4219
C  20.10  -10.48  -0.29  -1.2224
C  21.61  -10.57  0.01  -0.1507
O  21.77  -10.98  1.30  -0.2467
C  22.96  -11.19  1.90  0.6183
C  22.77  -12.01  3.18  -0.8051
O  24.07  -10.98  1.38  -0.6162
H  19.97  -9.89  -1.20  0.3396
H  19.42  -10.10  0.48  0.1633
H  19.73  -11.46  -0.56  0.4123
H  22.15  -11.32  -0.57  0.4897
H  22.17  -9.65  -0.12  0.2044
H  23.77  -11.96  3.61  0.2250
H  22.53  -13.06  3.00  0.4709
H  21.98  -11.66  3.84  0.1791
C  23.57  -11.47  6.67  -0.6655
N  22.58  -10.45  7.01  0.2469
C  21.18  -10.88  7.01  -0.9112
C  23.02  -9.13  7.05  -0.1506
O  22.36  -8.08  7.02  -0.6047
H  23.81  -12.06  7.56  0.3807
H  24.51  -11.10  6.26  0.0079
H  23.22  -12.15  5.89  0.2694
H  20.66  -10.21  7.69  0.3713
H  20.74  -10.56  6.06  0.2361
H  20.95  -11.92  7.24  0.3482
H  24.12  -9.04  6.99  0.5032
C  24.27  -8.67  3.64  -0.5077
N  24.59  -7.26  3.83  0.5572
C  25.77  -6.79  3.07  -0.6524
C  23.71  -6.46  4.44  -0.0140
O  23.64  -5.23  4.46  -0.4965
H  23.45  -9.00  4.28  0.1976
H  25.15  -9.27  3.90  -0.3192
H  24.04  -8.87  2.60  0.5225
H  26.48  -7.56  3.34  -0.0511
H  25.60  -6.68  2.00  0.3865
H  26.12  -5.82  3.42  -0.2235
H  22.93  -7.05  4.95  0.2012
C  25.75  -2.56  3.02  -0.6008
N  26.23  -2.07  4.29  0.2949
C  26.23  -0.60  4.44  -1.0911
C  26.28  -2.82  5.44  0.1960
O  26.45  -2.38  6.57  -0.6446
H  24.66  -2.62  2.99  0.2312
H  26.17  -3.56  2.90  -0.0202
H  26.02  -1.90  2.20  0.3385
H  25.21  -0.26  4.24  0.3854
H  26.42  -0.21  5.44  0.3548
H  26.84  -0.08  3.71  0.2880
H  26.21  -3.89  5.16  0.2649
C  28.10  -9.12  5.34  -0.7116
N  27.73  -10.51  5.08  0.2259
C  27.71  -10.94  3.71  -1.0349
C  27.48  -11.30  6.19  0.1407
O  27.21  -12.47  6.14  -0.5675
H  29.16  -8.99  5.08  0.4159
H  28.05  -8.90  6.41  0.3238
H  27.58  -8.40  4.72  0.1785
H  27.02  -10.45  3.02  0.3193
H  28.66  -10.86  3.19  0.3577
H  27.53  -12.01  3.63  0.3353
H  27.59  -10.72  7.12  0.3104
C  20.82  -4.21  6.50  -0.8441
N  20.84  -2.74  6.29  0.1393
C  19.86  -1.94  7.00  -1.0257
C  21.72  -2.17  5.42  0.3474
O  21.75  -1.01  4.99  -0.6732
H  21.00  -4.46  7.55  0.3365
H  21.30  -4.84  5.75  0.0873
H  19.78  -4.52  6.34  0.3710
H  18.93  -2.42  6.73  0.3461
H  19.84  -2.00  8.09  0.3025
H  19.79  -0.91  6.63  0.3356
H  22.50  -2.86  5.08  0.2496
C  29.12  -2.58  -0.02  -1.0080
N  28.97  -3.51  1.03  0.1928
C  29.23  -3.02  2.41  -0.9991
C  28.68  -4.84  0.87  0.0296
O  28.49  -5.56  1.77  -0.5320
H  30.11  -2.30  -0.38  0.2941
H  28.70  -1.63  0.32  0.3320
H  28.42  -2.84  -0.82  0.3897
H  28.88  -2.02  2.67  0.3025
H  28.79  -3.61  3.22  0.2258
H  30.31  -2.99  2.54  0.4244
H  28.54  -5.05  -0.20  0.3725